i:
{"formula": "H20O10", "method": "the ωB97M-V functional and the def2-TZVPD basis", "symbols": ["H", "O", "H", "H", "H", "H", "O", "O", "H", "H", "H", "O", "O", "H", "H", "O", "H", "H", "H", "O", "O", "O", "H", "H", "H", "H", "O", "H", "H", "H"], "positions_angstrom": [[13.125, -0.148, -1.952], [12.583, -2.293, 0.325], [8.412, -3.218, -1.442], [9.715, 0.183, -3.438], [9.265, -3.544, -4.651], [9.614, -5.593, -0.416], [9.918, 0.255, -0.094], [12.249, -0.533, -1.991], [12.409, -3.138, 0.741], [9.077, 0.592, 0.217], [12.660, -1.866, -3.612], [9.231, -3.953, -3.787], [10.119, -2.581, -1.707], [12.499, -3.160, -4.382], [11.955, -0.551, -1.080], [11.510, 0.805, -4.253], [10.676, -5.180, 0.581], [11.703, 0.318, -3.452], [7.033, -3.668, -1.874], [12.480, -2.209, -4.488], [7.621, -3.648, -1.119], [8.932, 0.060, -2.902], [8.205, 0.268, -3.488], [13.414, -2.417, -0.132], [9.422, -3.241, -3.177], [12.288, 1.343, -4.400], [9.730, -5.283, 0.482], [10.778, -3.020, -1.170], [9.846, 0.275, -1.048], [10.591, -1.859, -2.123]], "e_homo_ev": -10.2602, "lumo_energy_ev": -0.37, "molar_mass_g_mol": 180.15, "homo_lumo_gap_ev": 9.9, "total_charge": 0}

***

ii:
{"formula": "H20O10", "method": "the ωB97M-V functional and the def2-TZVPD basis", "symbols": ["H", "H", "H", "H", "H", "H", "O", "H", "O", "O", "H", "O", "H", "H", "O", "H", "H", "O", "H", "H", "O", "H", "H", "H", "H", "O", "O", "H", "O", "H"], "positions_angstrom": [[2.351, 1.191, -0.939], [3.025, 1.952, 1.683], [3.657, 2.333, 0.450], [-2.887, 0.027, -1.306], [-0.153, -0.836, -0.995], [-4.099, -2.155, -0.640], [-3.213, -2.391, -0.596], [-0.780, 0.829, 1.064], [-2.971, 0.607, -0.600], [2.860, 1.904, 0.787], [-2.727, -1.893, -1.287], [0.627, 3.348, 0.307], [0.980, 4.200, 0.681], [-2.418, 1.353, -0.822], [-0.730, -1.882, -2.085], [-0.617, -2.176, 1.204], [0.971, 0.086, -0.615], [-1.364, -2.757, 1.371], [1.354, 2.726, 0.606], [-0.248, -1.671, -2.926], [0.274, -0.485, -0.224], [1.453, -0.524, 1.312], [-1.984, -2.621, 0.648], [-0.251, -2.649, -1.795], [2.443, -0.087, -1.800], [-1.240, 1.357, 1.697], [1.894, -0.817, 2.089], [2.858, -0.659, 1.973], [2.051, 0.791, -1.783], [-1.116, 0.898, 2.540]], "e_homo_ev": -9.9527, "lumo_energy_ev": -0.39, "molar_mass_g_mol": 180.15, "homo_lumo_gap_ev": 9.6, "total_charge": 0}

***

Which structure wins on stability? i wins.